(1)
ORCA calculation (ωB97M-V with the def2-TZVPD basis set) on 2 unconnected molecules or ions with the total composition C8H11O5P at a distorted geometry.

The frontier orbital gap comes out at 7.98 eV. Its SMILES is CP(O)C1=CC(=O)OC1=O.CC(C)=O. The multiplicity is 1. The calculation puts the LUMO energy at -0.94 eV. Its calculated total energy is -27998.0670 eV. The HOMO energy is -0.328 Ha.

The geometry in XYZ format:
```
25
Properties=species:S:1:pos:R:3:lowdin_charge:R:1
C 0.56 -0.37 3.88 -0.313
P 1.08 -1.29 2.35 0.880
O -0.35 -1.79 1.51 -0.373
C 1.85 -0.17 0.98 -0.224
C 3.06 -0.50 0.28 0.078
C 2.80 0.34 -1.14 -0.302
O 2.89 -0.29 -2.22 0.098
O 1.88 1.35 -0.85 0.075
C 1.34 1.24 0.39 -0.372
O 1.06 2.20 1.15 0.093
H 1.42 0.33 4.15 0.057
H 0.46 -1.11 4.74 0.048
H -0.39 0.20 3.63 0.052
H -0.97 -0.99 1.43 0.044
H 3.79 -1.29 0.44 0.103
C -1.41 1.31 -2.35 -0.015
C -1.97 0.23 -1.46 -0.482
C -2.73 -0.89 -2.13 -0.017
O -1.81 0.25 -0.26 0.045
H -0.89 2.05 -1.73 0.080
H -0.70 0.89 -3.06 0.092
H -2.23 1.81 -2.87 0.089
H -2.07 -1.41 -2.84 0.090
H -3.60 -0.49 -2.65 0.088
H -3.06 -1.60 -1.38 0.086
```

---

(2)
ORCA calculation (ωB97M-V with the def2-TZVPD basis set) on a molecular structure, C18H14O5PTi at a distorted geometry.

The frontier orbital gap (alpha / beta) comes out at 5.16 / 5.32 eV. Its charge is +2. The multiplicity is 2. The calculation puts the LUMO energy (alpha / beta) at -10.27 / -10.09 eV. The calculation puts the energy above the lowest of the compared OMol25 structures with the same formula, charge and spin at 0.000 eV. Its calculated total energy is -61515.8929 eV. The HOMO energy (alpha / beta) is -0.567 / -0.566 Ha.

The geometry in XYZ format:
```
39
Properties=species:S:1:pos:R:3:lowdin_charge:R:1
O -0.95 3.37 -2.04 0.207
C -0.85 2.23 -2.10 0.007
Ti -0.57 -0.01 -2.38 0.221
C -0.57 -2.11 -2.26 -0.044
O -0.54 -3.27 -2.24 0.211
C -0.33 -0.43 -4.43 -0.118
O -0.22 -0.87 -5.51 0.223
C 1.52 0.05 -2.07 0.005
O 2.67 -0.01 -1.93 0.222
C -2.70 -0.10 -2.22 0.007
O -3.84 -0.22 -2.05 0.224
H -0.36 0.82 -3.88 0.075
C -2.22 -0.05 0.96 -0.205
P -0.61 -0.04 0.12 0.964
C 0.11 1.52 0.77 -0.361
C -0.72 2.65 0.91 -0.124
C -0.19 3.87 1.31 -0.038
C 1.19 3.99 1.54 -0.024
C 2.03 2.90 1.30 -0.030
C 1.49 1.68 0.88 -0.107
C 0.13 -1.51 0.93 -0.351
C 1.36 -1.48 1.59 -0.071
C 1.99 -2.68 1.95 -0.035
C 1.36 -3.90 1.72 -0.030
C 0.08 -3.92 1.16 -0.043
C -0.53 -2.73 0.78 -0.130
H -2.85 0.79 0.65 0.051
H -2.00 0.03 2.03 0.097
H -2.76 -0.98 0.76 0.058
H -1.78 2.57 0.71 0.102
H -0.85 4.73 1.45 0.130
H 1.59 4.94 1.90 0.127
H 3.11 3.00 1.43 0.127
H 2.16 0.85 0.63 0.084
H 1.82 -0.54 1.85 0.089
H 2.98 -2.65 2.43 0.127
H 1.85 -4.84 1.98 0.125
H -0.44 -4.87 1.01 0.127
H -1.55 -2.75 0.39 0.101
```

---

(3)
ORCA calculation (ωB97M-V with the def2-TZVPD basis set) on 2 unconnected molecules or ions with the total composition C3H13N4 at a distorted geometry.

The frontier orbital gap comes out at 10.85 eV. Its charge is +1. The multiplicity is 1. The calculation puts the LUMO energy at -3.00 eV. The calculation puts the energy above the lowest of the compared OMol25 structures with the same formula, charge and spin at 2.847 eV. Its calculated total energy is -9274.6973 eV. The HOMO energy is -0.509 Ha.

The geometry in XYZ format:
```
20
Properties=species:S:1:pos:R:3:lowdin_charge:R:1
C -1.23 -2.30 0.22 -0.041
C -0.31 -1.30 -0.47 -0.162
C -0.12 -0.05 0.22 -0.375
N -1.20 0.76 0.32 0.231
N 1.03 1.60 -1.91 0.039
N 0.88 0.17 0.98 0.018
N 1.00 1.21 1.87 0.087
H -2.08 -1.94 0.59 0.031
H -1.50 -2.98 -0.67 0.131
H -0.77 -2.96 0.89 0.074
H -0.76 -1.16 -1.42 0.117
H 0.65 -1.78 -0.61 0.132
H -1.23 1.37 1.19 0.155
H -2.06 0.52 0.10 0.058
H 0.32 2.18 -1.59 -0.025
H 1.81 1.92 -1.34 0.016
H 1.72 -0.41 0.80 0.198
H 0.59 2.06 1.47 0.112
H 1.28 1.83 -2.89 0.059
H 1.97 1.26 2.27 0.146
```

---

(4)
ORCA calculation (ωB97M-V with the def2-TZVPD basis set) on 5 unconnected molecules or ions with the total composition C26H54IN5O7P3 at a distorted geometry.

The frontier orbital gap comes out at 7.22 eV. Its charge is -1. The multiplicity is 1. The calculation puts the LUMO energy at 2.03 eV. Its calculated total energy is -85592.7688 eV. The HOMO energy is -0.191 Ha.

The geometry in XYZ format:
```
96
Properties=species:S:1:pos:R:3:lowdin_charge:R:1
C -1.30 -1.00 -2.49 -0.025
C -0.86 0.25 -2.65 -0.224
C 0.55 0.74 -2.51 -0.284
P 1.09 1.45 -0.78 0.540
O -0.26 0.81 0.05 -0.265
C 2.09 -0.17 -0.46 -0.288
C 1.37 -1.52 -0.41 -0.385
C 2.09 -2.47 0.56 -0.658
I 1.37 -4.47 0.26 0.786
C 0.23 3.14 -1.28 -0.311
P -1.52 3.49 -1.25 0.406
O -1.97 4.12 -2.51 -0.302
O -2.54 2.30 -0.89 -0.143
O -1.74 4.56 -0.03 -0.156
N 1.66 2.23 0.74 -0.187
C 1.46 1.63 2.02 -0.325
C 2.37 2.27 3.07 -0.242
C 1.97 1.90 4.50 -0.115
P 3.05 2.27 -1.74 0.487
O 3.13 3.76 -1.80 -0.351
O 4.36 1.76 -0.90 -0.205
O 3.37 1.65 -3.22 -0.187
H -0.63 -1.85 -2.44 0.031
H -2.36 -1.18 -2.40 0.042
H -1.58 0.99 -2.98 0.085
H 1.20 -0.07 -2.85 0.072
H 0.68 1.51 -3.27 0.067
H -0.66 1.45 0.64 0.008
H 2.76 -0.10 0.40 0.065
H 2.80 -0.26 -1.29 0.051
H 0.32 -1.52 -0.14 0.077
H 1.45 -2.00 -1.39 0.065
H 3.16 -2.41 0.42 0.044
H 1.81 -2.19 1.57 0.021
H 0.69 3.90 -0.65 0.042
H 0.54 3.42 -2.28 0.043
H -2.61 2.09 0.05 0.058
H -1.80 4.10 0.81 0.056
H 2.48 2.82 0.65 0.050
H 0.44 1.83 2.36 0.076
H 1.62 0.55 2.10 0.092
H 2.39 3.35 2.91 0.105
H 3.39 1.91 2.89 0.106
H 2.26 0.88 4.72 0.064
H 2.45 2.58 5.21 0.064
H 0.90 2.03 4.61 0.063
H 4.83 2.55 -0.62 0.058
H 4.04 0.96 -3.12 0.054
C -1.65 -1.58 5.49 -0.111
C -1.21 -1.88 4.06 -0.251
C -0.51 -0.69 3.39 -0.175
C -1.41 0.46 3.31 -0.247
N -2.14 1.34 3.25 0.155
H -2.38 -0.77 5.52 0.069
H -2.12 -2.46 5.94 0.063
H -0.80 -1.29 6.12 0.073
H -2.07 -2.17 3.47 0.062
H -0.53 -2.73 4.07 0.113
H -0.19 -0.95 2.38 0.107
H 0.38 -0.41 3.96 0.101
C -5.36 -3.64 4.82 -0.106
C -6.14 -3.91 3.54 -0.260
C -5.36 -4.76 2.54 -0.188
C -4.12 -4.09 2.14 -0.218
N -3.16 -3.55 1.82 0.175
H -4.45 -3.07 4.62 0.058
H -5.96 -3.06 5.52 0.073
H -5.08 -4.57 5.31 0.078
H -6.42 -2.96 3.08 0.113
H -7.07 -4.43 3.78 0.105
H -5.95 -4.94 1.64 0.116
H -5.10 -5.73 2.97 0.119
C 4.29 6.18 -3.17 -0.124
C 3.26 7.29 -3.24 -0.255
C 3.17 7.96 -4.62 -0.196
C 4.44 8.58 -5.00 -0.250
N 5.44 9.07 -5.29 0.127
H 5.30 6.55 -3.36 0.069
H 4.28 5.71 -2.19 0.043
H 4.07 5.40 -3.90 0.076
H 3.49 8.05 -2.49 0.108
H 2.28 6.88 -2.99 0.112
H 2.40 8.73 -4.62 0.113
H 2.91 7.22 -5.38 0.119
C -2.19 -7.60 -4.08 -0.115
C -1.89 -6.14 -3.80 -0.259
C -0.53 -5.93 -3.12 -0.190
C -0.48 -6.60 -1.83 -0.309
N -0.44 -7.12 -0.80 0.122
H -2.25 -8.18 -3.16 0.069
H -3.15 -7.71 -4.59 0.068
H -1.42 -8.05 -4.72 0.074
H -2.68 -5.71 -3.18 0.113
H -1.90 -5.58 -4.74 0.108
H -0.35 -4.86 -2.95 0.105
H 0.27 -6.31 -3.75 0.122
```

---

It is found that the M values, taken in the order of the records, are 218.145, 389.146, 105.165, 768.572 g mol⁻¹.